Density functional theory data (wB97M-V/def2-TZVPD) for a 11-piece molecular cluster, C42H64N2O16 overall.

Summary:
SMILES: c1cc[nH]c1.c1cc[nH]c1.O=C1CCCO1.O=C1CCCO1.O=C1CCCO1.O=C1CCCO1.O=C1CCCO1.O=C1CCCO1.O=C1CCCO1.CC(C)=O.CC(C)=O
Gap between HOMO and LUMO, eV: 8.4
Relative energy (zero: lowest compared OMol25 entry of this formula, charge and spin), kJ/mol: 0.0
E, eV: -80330.9771
E_HOMO, Ha: -0.3077
Lowest unoccupied orbital energy, eV: 0.0
Multiplicity: 1

Each line ends with the Löwdin charge.
Cartesian coordinates (Å):
1 H -0.54 -3.43 -2.87  0.128
2 H -4.20 -0.85 0.45  0.086
3 C -3.54 5.22 3.10  -0.152
4 C 2.43 -3.79 2.03  -0.136
5 H -2.53 3.77 1.65  0.113
6 O -8.15 -0.15 -0.83  0.074
7 C 1.62 -1.60 2.08  -0.446
8 H -0.42 -0.05 0.37  0.059
9 O 1.68 -2.08 0.80  -0.012
10 H 1.93 1.61 -0.55  0.072
11 C 2.30 -2.61 3.03  -0.022
12 H -1.75 1.15 0.62  0.073
13 H 3.33 2.09 5.71  0.079
14 H -4.07 7.28 2.80  0.124
15 C -0.52 -0.14 4.93  -0.137
16 O -1.08 -0.93 -3.53  0.082
17 O 4.83 0.12 -2.47  0.022
18 N -2.75 -4.23 1.67  0.032
19 C 3.38 1.87 -6.40  -0.534
20 H 3.45 -2.96 0.32  0.111
21 H 1.84 -4.19 -4.14  0.126
22 O -2.73 6.71 1.43  -0.005
23 H -2.80 1.78 4.31  0.127
24 C 5.81 0.88 -1.99  -0.486
25 C -4.94 -0.06 0.51  -0.174
26 H 3.25 -4.48 2.22  0.115
27 C -3.59 -2.21 -1.99  -0.158
28 O 1.27 -0.48 2.28  0.104
29 H 2.08 1.80 -4.56  0.123
30 H 4.33 2.87 -3.51  0.088
31 O 6.31 1.77 -2.66  0.094
32 C -0.71 1.30 4.45  -0.160
33 C -0.12 -1.61 -3.85  -0.431
34 C 0.00 -3.11 -3.76  -0.076
35 C 2.00 -2.04 -4.68  -0.118
36 C -2.01 1.83 5.05  -0.078
37 H -1.62 -2.64 0.78  0.103
38 O 1.06 -1.04 -4.27  0.003
39 H -3.25 -1.70 -4.00  0.130
40 H 2.94 1.24 2.09  0.059
41 H -1.97 2.81 5.54  0.132
42 O -6.30 -0.49 0.51  0.020
43 H 2.71 0.48 5.47  0.062
44 C 5.45 -0.89 -0.45  -0.129
45 H -0.46 -3.51 -4.66  0.141
46 H -5.58 -2.23 -4.54  0.112
47 C -6.05 0.79 -1.54  -0.077
48 H 0.45 -0.17 5.43  0.109
49 C 3.60 1.09 5.38  -0.009
50 H -1.23 -6.89 0.50  0.098
51 C -2.63 -5.58 1.59  -0.157
52 O 4.95 0.54 3.39  0.029
53 C 3.11 1.83 -4.90  -0.081
54 H -4.70 1.94 -0.32  0.110
55 H 0.14 1.92 4.71  0.101
56 H 5.90 2.50 -5.28  0.121
57 O 4.41 2.61 -6.75  0.052
58 O -0.56 5.88 1.37  0.089
59 H 1.59 -2.81 3.83  0.124
60 H 2.07 2.03 3.44  0.055
61 H -3.94 0.69 -1.32  0.094
62 C 2.43 -3.24 0.61  -0.169
63 H 1.95 -3.86 -0.15  0.111
64 N -3.90 -1.97 -3.27  0.011
65 C 4.32 -0.76 -1.46  -0.144
66 H 4.40 0.81 6.07  0.079
67 C 3.90 3.05 -4.49  -0.161
68 H 1.82 -3.08 -2.84  0.105
69 C -2.35 0.81 6.09  -0.445
70 H 2.97 -1.70 -4.34  0.120
71 H -6.65 -3.29 -2.31  0.104
72 O 2.72 1.33 -7.23  0.110
73 H 1.55 -4.41 2.20  0.106
74 H 5.97 1.33 0.00  0.132
75 H 5.07 -0.97 0.57  0.099
76 H 3.68 0.96 -4.58  0.109
77 H 1.90 -2.15 -5.76  0.139
78 H 5.30 4.16 -5.68  0.125
79 C -0.25 1.79 -0.61  -0.460
80 C -1.74 5.73 1.69  -0.365
81 H -4.65 6.23 1.43  0.127
82 H -1.69 0.17 -0.89  0.062
83 C 5.03 3.11 -5.55  -0.111
84 C -1.76 -3.69 0.95  -0.165
85 C 3.03 1.90 2.95  -0.017
86 C 1.47 -3.20 -3.87  -0.183
87 H 3.44 -0.32 -1.00  0.103
88 H -6.45 1.75 -1.86  0.133
89 C -6.94 0.04 -0.62  -0.410
90 C -4.79 0.91 -0.69  -0.152
91 C 1.12 1.41 -1.26  0.009
92 H -1.68 4.05 3.12  0.104
93 H -4.59 0.50 1.38  0.108
94 H -3.30 -6.26 2.08  0.114
95 H -4.42 4.59 3.23  0.111
96 H -5.84 0.19 -2.43  0.116
97 H 3.25 -2.18 3.34  0.124
98 H -0.13 -4.69 -0.22  0.079
99 H -4.81 -3.06 -0.35  0.095
100 H 3.21 3.89 -4.40  0.121
101 C -4.70 -2.75 -1.38  -0.118
102 C -1.61 -5.92 0.78  -0.097
103 C -0.98 -4.69 0.45  -0.120
104 C -2.37 4.52 2.43  -0.079
105 H -0.74 1.38 3.36  0.101
106 H 7.31 0.25 -0.65  0.127
107 C -5.66 -2.85 -2.36  -0.122
108 H -3.29 5.56 4.11  0.116
109 C -1.10 0.65 -0.10  -0.011
110 O -0.60 2.90 -0.36  0.085
111 C 6.24 0.45 -0.59  -0.030
112 H -3.53 -3.78 2.12  0.159
113 H 6.13 -1.72 -0.61  0.117
114 H 1.17 0.39 -1.63  0.062
115 C -5.18 -2.36 -3.55  -0.118
116 O -1.53 -0.29 5.96  0.016
117 C -3.87 6.41 2.17  -0.196
118 O -3.20 0.87 6.97  0.096
119 H 3.39 2.90 2.73  0.095
120 H -0.60 -0.82 4.09  0.110
121 H 1.35 2.12 -2.05  0.073
122 H -2.59 -1.94 -1.67  0.088
123 C 3.98 1.12 3.87  -0.441
124 H 3.95 -1.66 -1.97  0.115

---

Density functional theory data (wB97M-V/def2-TZVPD) for a 4-piece molecular cluster, C6H19NO4 overall.

Summary:
SMILES: CCN(C)[C@H](C)C=O.O.O.O
Gap between HOMO and LUMO, eV: 9.2
Relative energy (zero: lowest compared OMol25 entry of this formula, charge and spin), kJ/mol: 130.8
E, eV: -16210.0730
E_HOMO, Ha: -0.3191
Lowest unoccupied orbital energy, eV: 0.5
Multiplicity: 1

Each line ends with the Löwdin charge.
Cartesian coordinates (Å):
1 H 2.19 1.33 -0.25  0.059
2 H 2.47 -0.38 0.14  0.079
3 N -0.37 -0.88 0.19  -0.207
4 H -0.40 -0.82 -1.69  0.013
5 C -1.76 -0.76 0.68  -0.241
6 C 0.27 -2.08 0.76  -0.061
7 O 0.18 0.13 2.80  0.048
8 H 2.63 4.08 0.56  0.058
9 O -0.50 -0.55 -2.63  -0.085
10 H 3.53 3.36 1.61  0.051
11 H -0.07 2.55 -2.95  0.025
12 H -2.12 0.22 0.35  0.123
13 C 1.76 0.33 -0.29  -0.039
14 C 0.40 0.36 0.43  -0.331
15 O -0.66 2.20 -2.29  -0.086
16 H 1.29 -2.19 0.39  0.082
17 H 1.30 1.60 2.04  0.111
18 H 0.30 -2.06 1.85  0.087
19 H 1.63 0.08 -1.34  0.075
20 H -0.28 -2.96 0.44  0.080
21 H -0.60 1.23 -2.41  -0.011
22 H -2.45 -1.99 -0.96  0.065
23 C 0.64 0.74 1.87  -0.194
24 H -0.19 1.16 -0.03  0.133
25 H -1.36 -0.92 -2.91  0.062
26 H -2.47 -2.81 0.57  0.066
27 O 2.81 3.22 0.99  -0.066
28 H -1.81 -0.75 1.77  0.111
29 C -2.65 -1.84 0.10  -0.083
30 H -3.70 -1.58 0.22  0.075